16
Properties=species:S:1:pos:R:3:lowdin_spin:R:1 method="wB97M-V/def2-TZVPD" homo_lumo_gap_ev="7.98 / 8.21" energy_ev=-28683.19429 spin_multiplicity=3 e_lumo_ev="0.7486 / -1.3726" s_squared=2.01
C 0.060 -0.800 0.038 0.043
C -0.878 0.341 -0.212 0.576
C -0.168 -1.720 1.157 0.013
C 1.588 -0.544 -0.249 0.005
C -0.594 2.694 -1.021 0.824
S -1.201 -0.909 -1.353 0.244
Cl -2.152 0.723 0.950 0.120
H 0.666 -1.916 1.938 0.000
H -0.432 -2.781 0.922 0.007
H -0.988 -1.342 1.801 0.003
H 1.772 -0.118 -1.239 0.000
H 2.077 -1.603 -0.259 -0.001
H 2.054 0.028 0.524 0.000
H -1.510 3.107 -0.876 0.060
H -0.334 2.286 -1.964 0.053
H 0.039 2.554 -0.157 0.053

---

16
Properties=species:S:1:pos:R:3:nbo_charge:R:1 method="wB97M-V/def2-TZVPD" homo_lumo_gap_ev="8.46 / 8.46" energy_ev=-8863.78041 spin_multiplicity=1 e_lumo_ev="0.6139 / 0.6139"
C 0.754 0.378 -1.733 -0.257
N 0.681 -0.049 -0.512 -0.199
C 1.134 -0.307 0.701 -0.204
C -0.195 -0.860 0.329 -0.164
C -1.519 -0.263 0.752 0.558
O -2.480 -0.995 0.861 -0.523
C -1.568 1.204 1.108 -0.728
H 2.544 -1.675 -1.459 -0.029
H 1.587 1.008 -2.018 0.203
H -0.005 0.073 -2.440 0.204
H 2.557 -1.664 -0.709 0.000
H 1.521 0.371 1.447 0.219
H -0.283 -1.916 0.062 0.208
H -2.595 1.473 1.359 0.242
H -0.924 1.398 1.970 0.236
H -1.209 1.824 0.282 0.234

---

40
Properties=species:S:1:pos:R:3:nbo_charge:R:1 method="wB97M-V/def2-TZVPD" homo_lumo_gap_ev=8.04 energy_ev=-47551.06821 spin_multiplicity=1 e_lumo_ev=-0.0330
O -2.366 -0.706 2.226 -0.606
C -1.807 -0.371 1.068 0.631
N -2.558 0.203 0.014 -0.423
C -4.073 0.089 0.116 0.194
C -4.780 -1.067 0.666 -0.224
C -6.236 -0.931 0.996 -0.204
C -6.992 0.070 0.553 -0.168
C -6.259 1.198 -0.451 -0.200
C -4.912 1.176 -0.553 -0.028
C -4.084 2.091 -1.322 -0.459
C -3.145 1.531 -2.072 -0.318
C -2.185 0.844 -1.211 -0.234
H -1.417 1.381 -0.863 0.193
H -1.431 0.100 -1.585 0.223
H -3.602 0.516 -2.763 0.156
H -2.623 1.922 -2.684 0.205
H -3.587 2.729 -0.646 0.218
H -4.850 2.596 -1.903 0.220
H -6.688 2.085 -0.860 0.205
H -8.006 0.284 0.609 0.205
H -6.737 -1.636 1.388 0.193
H -4.374 -1.612 1.408 0.228
C -0.464 -0.317 0.904 -0.424
H -0.087 0.551 0.667 0.239
H 0.002 -0.542 1.552 0.189
S 0.051 -1.711 -0.382 0.265
C 1.671 -1.573 -0.508 0.077
N 2.520 -1.953 -1.270 -0.266
N 3.589 -1.549 -0.946 -0.292
C 3.558 -0.492 -0.157 0.261
N 2.264 -0.243 0.080 -0.509
C 4.546 0.389 0.067 -0.338
C 4.508 1.522 1.066 -0.192
C 5.690 1.995 1.237 -0.218
C 6.699 1.476 0.578 -0.592
S 6.255 0.397 -0.315 0.678
H 7.794 1.827 0.381 0.277
H 5.836 2.999 2.162 0.207
H 3.528 1.820 1.508 0.257
H 4.383 -1.739 -1.410 0.378

---

21
Properties=species:S:1:pos:R:3:nbo_charge:R:1 method="wB97M-V/def2-TZVPD" homo_lumo_gap_ev=9.62 energy_ev=-10868.76888 spin_multiplicity=1 e_lumo_ev=0.6565
C -1.024 -1.111 -0.696 -0.252
C 0.098 -0.295 0.093 0.191
C 1.642 -0.605 -0.189 -0.242
C -0.266 1.272 -0.102 -0.284
H -2.916 -1.641 -0.104 0.384
H -2.184 -0.020 0.512 0.435
H -0.829 -2.263 -1.128 0.203
H -1.291 -0.313 -1.467 0.182
H -0.787 -1.431 1.286 0.492
H 1.664 -1.628 0.437 0.248
H 1.752 -0.931 -1.449 0.159
H 3.674 0.194 -0.541 0.356
H 3.612 -0.287 1.051 0.316
H -0.006 1.755 -1.178 0.201
H 0.595 1.705 0.260 0.212
H -1.421 2.311 1.373 0.386
H -1.747 2.797 -0.412 0.383
N -2.010 -1.093 0.289 -0.892
N 2.827 0.555 0.171 -0.809
N -1.542 1.882 0.360 -0.888
O 0.160 -0.854 1.434 -0.782

---

11
Properties=species:S:1:pos:R:3:nbo_charge:R:1 method="wB97M-V/def2-TZVPD" homo_lumo_gap_ev=4.64 energy_ev=-7294.53996 spin_multiplicity=1 e_lumo_ev=-4.2809
O 0.565 -0.788 -1.763 -0.437
C 1.300 -0.008 -1.046 -0.161
C 0.734 0.703 0.127 -0.165
C -0.577 0.493 0.480 -0.149
O -2.273 -1.030 1.000 -0.832
H 1.972 0.651 -1.640 0.237
H 2.058 -0.610 -0.452 0.367
H 1.401 1.318 0.723 0.209
H -1.127 -0.114 -0.221 0.257
H -1.174 0.962 1.240 0.240
H -2.879 -1.578 1.552 0.434

---

7
Properties=species:S:1:pos:R:3:nbo_charge:R:1 method="wB97M-V/def2-TZVPD" homo_lumo_gap_ev=9.21 energy_ev=-7129.79149 spin_multiplicity=1 e_lumo_ev=-0.7877
C -1.044 -0.031 0.029 -0.161
N 0.192 0.503 0.045 0.071
O 0.518 1.697 0.062 -0.439
C 1.208 -0.434 -0.011 0.369
N 1.974 -1.301 0.077 -0.247
H -1.843 0.588 -0.088 0.212
H -1.006 -1.023 -0.114 0.195